Entry 1:
10
Properties=species:S:1:pos:R:3:forces:R:3 method="wB97M-V/def2-TZVPD" smiles="N#CC(=S)[C@@H]1CS1" fmax_ev_per_a=3.0 total_charge=0 relative_energy_kcal_mol=17.65 orbital_gap_ev=7.5
S 1.83159 -0.17787 -1.11567 -1.1 0.0 1.4
S -1.26083 1.91286 -0.60434 0.8 -2.1 0.5
N -2.83585 -1.50653 -0.52471 1.8 2.4 0.1
C 0.32458 -0.39678 0.05956 1.3 -0.1 -0.3
C -2.05987 -0.62482 -0.46807 -1.3 -2.4 0.1
C 1.48484 0.41818 0.57863 -1.1 0.8 -0.2
C -0.94710 0.29262 -0.31610 -0.7 1.4 -0.6
H 1.18438 1.50756 0.55217 0.8 -1.2 0.4
H 0.24055 -1.46044 0.37335 -0.1 1.0 -0.2
H 2.03772 0.03522 1.46518 -0.3 0.3 -1.0

=====

Entry 2:
10
Properties=species:S:1:pos:R:3:forces:R:3 method="wB97M-V/def2-TZVPD" smiles=O[C@]12O[C@@]13C[C@@H]23 fmax_ev_per_a=1.7 total_charge=0 relative_energy_kcal_mol=95.22 orbital_gap_ev=10.0
O 1.00976 1.04517 -0.20790 -0.1 -0.2 -0.2
O 1.71416 -0.51524 1.26771 -0.3 0.9 0.0
C 0.94467 -0.18716 0.23509 -0.4 0.0 0.1
C -1.02181 0.18349 -0.94671 -0.3 0.1 -0.2
C -0.30828 -0.71982 0.00260 0.0 -0.5 -0.3
C -0.52076 0.93006 0.23602 -0.3 0.3 -0.2
H 1.58078 0.38240 1.65782 1.3 -0.6 1.0
H -0.56007 0.38024 -1.90929 -0.1 -0.1 0.0
H -0.75103 -1.49632 0.60791 0.2 0.0 -0.1
H -2.08743 -0.00281 -0.94325 -0.1 0.2 -0.1

=====

Entry 3:
8
Properties=species:S:1:pos:R:3:forces:R:3 method="wB97M-V/def2-TZVPD" smiles="N#CC(=O)C(Cl)Cl" fmax_ev_per_a=5.8 total_charge=0 relative_energy_kcal_mol=29.56 orbital_gap_ev=10.6
Cl -0.09303 1.89276 -0.38594 0.2 -0.3 0.5
Cl 2.24057 0.76615 1.05880 -1.0 -0.6 -0.5
O -0.10197 -1.30038 1.52416 0.4 1.8 -2.0
N -2.36792 -0.72396 -1.32041 -1.5 -0.2 -1.3
C 0.81605 0.36302 0.01207 1.5 3.9 1.0
C -1.57189 -0.60036 -0.52126 4.3 0.0 3.2
C -0.09711 -0.57865 0.57348 -4.6 -3.3 0.8
H 1.17530 0.18141 -0.94089 0.7 -1.4 -1.6

=====

Entry 4:
12
Properties=species:S:1:pos:R:3:forces:R:3 method="wB97M-V/def2-TZVPD" fmax_ev_per_a=2.8 total_charge=-1 relative_energy_kcal_mol=40.51 orbital_gap_ev=6.7
S 1.01886 -0.99107 0.57614 1.8 -1.3 0.3
O 2.65971 1.96218 -1.85045 -0.4 -1.4 0.8
C 1.99317 1.03962 -1.37541 -0.2 1.0 -1.4
C -1.73491 -0.86829 0.55434 2.1 -1.8 -0.4
C -0.41972 -0.08258 0.86526 -2.2 0.2 1.8
H -1.29805 -1.87051 0.25771 -0.8 1.0 -0.4
H -2.23914 -0.40568 -0.28883 -0.7 -0.2 0.2
H -2.29085 -1.20350 1.43870 -0.5 1.0 -0.1
H -0.37382 0.84856 0.36295 -0.4 1.1 -1.2
H 1.22250 1.29354 -0.58400 0.8 -0.8 -0.8
H 2.03754 -0.02183 -1.84499 -0.1 1.5 1.1
H -0.57530 0.29956 1.88857 0.5 -0.4 0.3

=====

Entry 5:
19
Properties=species:S:1:pos:R:3:forces:R:3 method="wB97M-V/def2-TZVPD" smiles=CCC.CC fmax_ev_per_a=4.7 total_charge=0 relative_energy_kcal_mol=56.19 orbital_gap_ev=11.5
C 2.81136 0.14826 -0.92713 -0.4 1.7 1.1
C 1.29438 0.22238 -0.57197 0.0 2.3 0.3
C 0.51540 -0.84750 -1.21301 -3.7 -0.3 -1.6
C -1.96533 0.83075 1.76694 2.4 -2.0 0.6
C -2.35081 -0.32323 0.79325 4.0 1.4 -2.0
H 3.12121 0.90087 -1.74185 -0.7 -1.5 0.9
H -2.52876 0.31533 -0.16257 -0.6 -2.0 1.2
H -1.34081 1.56153 1.18331 -1.0 -0.2 1.0
H 1.02508 -1.76080 -1.35375 1.0 -1.3 1.0
H 1.03285 0.00073 0.51093 1.2 0.9 -0.8
H -1.32144 0.44411 2.63040 -0.5 0.4 -1.2
H -3.09189 -0.93948 1.19948 -1.5 -0.7 0.0
H 0.29031 -0.73428 -2.27257 -0.3 0.9 -0.3
H -0.51184 -1.06131 -0.71422 2.2 0.3 -1.2
H 3.09635 -0.91840 -1.18836 0.3 1.5 0.8
H 1.05110 1.40499 -0.80478 -0.3 -3.1 0.6
H -1.40348 -1.05043 0.51379 -2.6 2.0 1.2
H -2.83902 1.13011 2.29990 -0.7 1.2 -0.2
H 3.11532 0.67638 0.05220 1.2 -1.5 -1.5

=====

Entry 6:
45
Properties=species:S:1:pos:R:3:forces:R:3 method="wB97M-V/def2-TZVPD" smiles="COc1cccc(NC(=S)N2CC[C@@H](c3ccc(C)cc3)C2)c1" fmax_ev_per_a=0.7 total_charge=0 relative_energy_kcal_mol=13.56 orbital_gap_ev=8.6
S -0.11997 3.61962 1.55930 0.2 0.5 0.4
O -4.62061 -0.30602 -1.14656 0.3 0.2 0.2
N -0.34501 1.88277 -0.42930 -0.1 -0.1 0.4
N -1.10055 1.21551 1.67501 0.2 -0.1 0.2
C 5.40554 -1.84064 1.52486 0.0 0.1 0.0
C 4.04345 -1.67918 -0.58464 0.1 0.0 0.1
C 4.32432 -1.22002 0.69376 0.0 -0.1 -0.1
C 0.23541 2.82532 -1.35962 0.1 0.5 -0.4
C 1.47955 2.12147 -1.91021 -0.2 0.1 0.0
C -4.07500 -1.60676 0.84653 -0.3 -0.1 -0.3
C -5.66862 -1.19093 -1.46052 -0.2 -0.2 -0.1
C 2.31430 -0.02285 -0.85501 0.0 -0.1 -0.2
C -2.90853 0.41439 0.25416 -0.1 0.0 0.0
C -2.09414 0.28412 1.36927 -0.5 -0.4 -0.3
C -0.54844 2.17475 0.86750 0.0 0.2 0.1
C -2.29311 -0.78531 2.24428 0.1 0.0 0.0
C 2.59525 0.44004 0.42673 0.0 0.0 0.0
C 3.05038 -1.08993 -1.34774 -0.1 0.1 0.0
C 1.22865 0.61414 -1.68194 0.0 -0.1 0.1
C -0.13591 0.55243 -0.95492 -0.1 -0.6 -0.2
C -3.89387 -0.53280 -0.01737 0.1 0.0 0.1
C 3.58359 -0.15154 1.18763 0.0 0.0 0.0
C -3.27635 -1.71276 1.97462 0.1 0.1 0.0
H 2.04056 1.27150 0.83607 -0.1 0.2 0.1
H -6.42529 -1.21420 -0.67004 0.0 0.0 0.0
H -5.29855 -2.20558 -1.64014 0.0 0.0 0.0
H -0.49050 3.01710 -2.15773 0.0 0.0 0.0
H 2.84758 -1.46605 -2.34085 0.0 0.0 -0.1
H 6.25079 -1.15764 1.61074 0.1 0.0 0.0
H -6.11594 -0.80470 -2.37503 0.0 -0.1 0.1
H -4.83080 -2.35258 0.66255 -0.1 -0.1 -0.1
H 4.60609 -2.50778 -0.99099 0.1 -0.1 0.0
H 2.36605 2.43830 -1.36163 0.0 0.0 0.0
H 1.15859 0.08616 -2.63533 0.0 0.0 0.1
H -2.81685 1.26047 -0.40668 0.0 0.1 -0.1
H 5.75761 -2.76731 1.07854 0.1 -0.1 0.0
H 3.78726 0.22183 2.18115 0.0 0.0 0.1
H -0.13320 -0.19009 -0.15762 0.0 0.1 -0.1
H -0.98335 1.41540 2.66014 0.0 0.1 -0.2
H 5.04433 -2.04931 2.53041 0.0 -0.1 0.1
H -3.42829 -2.54058 2.65096 0.0 -0.1 0.1
H -1.67553 -0.87765 3.12463 0.1 0.0 0.1
H 0.46240 3.76146 -0.85076 -0.1 -0.1 -0.1
H 1.63231 2.35098 -2.96270 0.0 0.0 0.0
H -0.93559 0.30448 -1.66147 0.0 0.0 0.1